(1)
15 unconnected molecules or ions with the total composition C18H66N10O15 in a non-equilibrium geometry. Source: the Open Molecules 2025 dataset; level of theory: ωB97M-V with the def2-TZVPD basis set.

Element x y z (Å)
C1 1.90 -7.58 -5.85
C2 1.23 -8.28 -4.63
O1 -0.17 -8.20 -4.57
H1 2.89 -7.77 -5.83
H2 1.67 -6.59 -5.91
H3 1.60 -8.03 -6.80
H4 1.60 -7.78 -3.74
H5 1.54 -9.39 -4.64
H6 -0.43 -9.09 -4.30
C3 3.52 -11.19 -4.92
C4 4.56 -10.16 -5.20
O2 4.52 -9.91 -6.53
H7 2.64 -11.05 -5.51
H8 3.04 -11.20 -3.97
H9 3.77 -12.20 -5.19
H10 5.59 -10.40 -4.76
H11 4.25 -9.22 -4.70
H12 4.31 -8.99 -6.72
C5 -0.02 -3.73 -0.71
C6 0.48 -4.66 0.35
O3 -0.39 -4.62 1.42
H13 0.47 -3.79 -1.64
H14 -0.10 -2.74 -0.36
H15 -1.10 -3.89 -0.93
H16 1.47 -4.29 0.76
H17 0.68 -5.70 -0.06
H18 0.14 -4.72 2.17
C7 0.24 -12.02 -4.42
O4 -0.72 -11.16 -4.93
N1 0.72 -12.95 -5.12
N2 0.66 -11.96 -3.16
H19 0.72 -12.74 -6.13
H20 1.56 -13.41 -4.80
H21 0.26 -11.13 -2.66
H22 1.54 -12.44 -2.86
C8 1.94 -14.55 0.38
O5 3.08 -14.80 1.11
N3 1.11 -15.44 0.12
N4 1.56 -13.34 0.06
H23 1.26 -16.43 0.47
H24 0.40 -15.27 -0.65
H25 1.78 -12.60 0.76
H26 0.56 -13.14 -0.23
C9 -1.83 -7.71 0.56
O6 -0.82 -8.15 1.40
N5 -2.09 -6.42 0.26
N6 -2.66 -8.48 -0.10
H27 -1.48 -5.67 0.65
H28 -2.93 -6.08 -0.14
H29 -2.54 -9.53 0.24
H30 -3.61 -8.23 -0.33
C10 -1.86 -5.58 -3.24
O7 -2.95 -4.81 -3.10
N7 -1.38 -6.37 -2.40
N8 -1.12 -5.61 -4.34
H31 -1.69 -6.27 -1.43
H32 -0.69 -7.10 -2.64
H33 -1.36 -4.95 -5.11
H34 -0.56 -6.43 -4.51
C11 -1.49 -13.96 -0.96
O8 -2.59 -14.22 -0.05
N9 -0.86 -12.78 -1.02
N10 -0.92 -14.90 -1.63
H35 -1.13 -11.98 -0.38
H36 -0.17 -12.50 -1.76
H37 -1.42 -15.76 -1.70
H38 -0.20 -14.79 -2.37
C12 -3.22 -8.42 -4.94
O9 -3.47 -8.20 -3.58
H39 -3.99 -8.93 -5.47
H40 -2.40 -9.17 -5.13
H41 -3.16 -7.52 -5.50
H42 -2.59 -7.88 -3.27
C13 0.88 -9.45 -1.44
O10 -0.37 -9.53 -1.95
H43 1.13 -10.10 -0.63
H44 1.03 -8.44 -1.08
H45 1.45 -9.61 -2.27
H46 -1.04 -9.36 -1.25
C14 -3.43 -11.33 -2.05
O11 -4.46 -10.80 -2.82
H47 -3.89 -12.04 -1.30
H48 -2.86 -10.40 -1.70
H49 -2.73 -11.92 -2.66
H50 -4.13 -10.06 -3.41
C15 2.86 -6.50 -1.60
O12 2.92 -7.02 -0.25
H51 2.81 -7.42 -2.18
H52 3.76 -5.95 -1.86
H53 1.86 -6.01 -1.82
H54 3.81 -7.31 -0.06
C16 4.12 -9.76 -1.22
O13 5.32 -9.05 -1.13
H55 3.32 -9.23 -0.71
H56 4.17 -10.72 -0.55
H57 3.83 -9.90 -2.22
H58 5.51 -8.83 -0.21
C17 2.18 -8.94 2.33
O14 3.12 -7.91 2.53
H59 2.17 -9.61 3.13
H60 2.31 -9.37 1.37
H61 1.23 -8.56 2.22
H62 2.60 -7.14 2.81
C18 -0.91 -11.19 1.71
O15 -1.77 -10.91 0.64
H63 0.09 -10.91 1.41
H64 -1.01 -12.28 1.86
H65 -1.09 -10.68 2.61
H66 -2.50 -11.56 0.71

Values from the calculation:
Energy above the lowest of the compared OMol25 structures with the same formula, charge and spin: 63.9 kcal per mole
Calculated total energy: -65342.296 eV
HOMO energy: -8.977 eV
Charge: 0
F_max: 11.18 eV Å⁻¹

---

(2)
16 unconnected molecules or ions with the total composition C18H68N12O16 in a non-equilibrium geometry. Source: the Open Molecules 2025 dataset; level of theory: ωB97M-V with the def2-TZVPD basis set.

Element x y z (Å)
C1 -3.57 -2.16 3.05
C2 -2.40 -2.67 2.28
O1 -1.26 -2.96 3.11
H1 -4.50 -2.03 2.47
H2 -3.33 -1.24 3.52
H3 -3.78 -2.79 3.94
H4 -1.99 -2.07 1.47
H5 -2.72 -3.62 1.78
H6 -0.43 -2.96 2.61
C3 -0.72 0.11 3.31
C4 -1.18 1.50 3.04
O2 -0.40 2.32 2.22
H7 0.18 0.06 3.86
H8 -0.69 -0.52 2.44
H9 -1.44 -0.29 3.95
H10 -1.34 1.90 3.99
H11 -2.15 1.46 2.53
H12 -0.89 2.59 1.47
C5 -2.05 2.28 -3.06
O3 -2.09 2.96 -4.23
N1 -2.97 2.37 -2.16
N2 -1.22 1.34 -2.75
H13 -3.78 2.94 -2.36
H14 -3.15 1.68 -1.43
H15 -0.30 1.24 -3.22
H16 -1.39 0.84 -1.76
C6 4.01 3.25 -0.47
O4 4.08 3.43 -1.78
N3 5.01 3.31 0.35
N4 2.92 2.74 0.13
H17 5.88 3.76 -0.03
H18 4.96 3.22 1.42
H19 2.06 2.83 -0.45
H20 2.81 2.60 1.18
C7 2.34 3.07 3.73
O5 1.68 4.27 3.83
N5 3.17 2.64 4.61
N6 2.20 2.22 2.73
H21 3.23 3.16 5.47
H22 3.42 1.66 4.64
H23 1.22 2.33 2.43
H24 2.43 1.17 2.73
C8 -0.20 0.00 -0.37
O6 0.72 0.90 0.05
N7 -1.52 0.26 -0.32
N8 0.19 -1.02 -1.02
H25 -1.75 1.16 0.08
H26 -2.24 -0.44 -0.51
H27 1.15 -1.05 -1.34
H28 -0.49 -1.73 -1.05
C9 3.51 -0.70 1.56
O7 4.14 -1.89 1.73
N9 3.95 0.27 0.83
N10 2.33 -0.56 2.03
H29 4.90 0.15 0.56
H30 3.48 1.21 0.61
H31 1.91 -1.56 2.08
H32 1.67 -0.07 1.42
C10 -1.15 -4.67 -1.33
O8 -0.93 -3.66 -0.33
N11 -2.03 -5.65 -1.26
N12 -0.42 -4.74 -2.39
H33 -2.67 -5.59 -0.43
H34 -2.12 -6.46 -1.92
H35 0.21 -3.92 -2.55
H36 -0.31 -5.66 -2.83
C11 -4.16 -2.17 -0.90
O9 -2.93 -1.84 -1.43
H37 -4.23 -2.15 0.16
H38 -4.60 -3.10 -1.31
H39 -4.92 -1.38 -1.06
H40 -2.76 -2.38 -2.20
C12 2.27 1.52 -3.21
O10 1.31 0.66 -3.74
H41 2.27 1.42 -2.10
H42 2.10 2.53 -3.53
H43 3.24 1.17 -3.63
H44 1.47 -0.12 -3.29
C13 -2.12 4.45 0.61
O11 -1.88 3.18 0.14
H45 -1.41 4.73 1.37
H46 -3.12 4.25 1.04
H47 -2.14 5.02 -0.34
H48 -2.35 3.14 -0.71
C14 1.61 -3.92 1.86
O12 0.91 -2.77 1.47
H49 2.46 -3.75 2.48
H50 1.82 -4.47 0.97
H51 0.97 -4.56 2.41
H52 0.27 -2.93 0.75
C15 -4.42 0.62 1.18
O13 -4.33 0.93 -0.19
H53 -3.65 -0.08 1.46
H54 -5.35 0.18 1.41
H55 -4.22 1.48 1.74
H56 -5.21 0.67 -0.54
C16 1.23 -3.20 -4.58
O14 0.79 -2.43 -3.49
H57 0.38 -3.75 -5.01
H58 1.93 -3.86 -4.16
H59 1.68 -2.52 -5.32
H60 -0.04 -2.00 -3.79
C17 0.38 4.76 -2.04
O15 0.66 3.67 -1.19
H61 0.38 4.42 -3.04
H62 1.08 5.58 -1.91
H63 -0.56 5.10 -1.67
H64 0.10 2.94 -1.40
C18 3.47 -2.30 -1.25
O16 3.18 -1.00 -1.60
H65 3.41 -2.84 -2.11
H66 2.77 -2.62 -0.47
H67 4.47 -2.43 -0.82
H68 3.63 -0.43 -0.93

Values from the calculation:
Energy above the lowest of the compared OMol25 structures with the same formula, charge and spin: 0.0 kcal per mole
Calculated total energy: -70405.509 eV
HOMO energy: -8.578 eV
Charge: 0
F_max: 8.99 eV Å⁻¹

---

(3)
16 unconnected molecules or ions with the total composition C18H68O25 in a non-equilibrium geometry. Source: the Open Molecules 2025 dataset; level of theory: ωB97M-V with the def2-TZVPD basis set.

Element x y z (Å)
O1 0.63 -1.26 1.05
H1 0.74 -2.06 1.58
H2 1.49 -1.17 0.54
O2 -3.64 3.40 -3.46
H3 -3.52 3.73 -2.51
H4 -4.18 4.05 -3.84
O3 -0.83 5.06 0.40
H5 -1.05 5.02 1.34
H6 0.01 4.56 0.43
O4 -3.81 0.33 2.75
H7 -3.83 -0.34 3.41
H8 -4.12 -0.10 1.89
O5 -0.26 1.39 2.30
H9 -0.21 0.53 1.86
H10 -1.22 1.72 2.27
O6 3.01 -0.86 -0.23
H11 2.72 -0.85 -1.18
H12 3.59 -0.13 0.13
O7 2.76 -3.66 -0.05
H13 1.86 -3.78 -0.40
H14 2.75 -2.68 0.07
C1 -3.78 3.18 0.32
C2 -4.80 2.35 -0.47
O8 -4.09 1.54 -1.39
O9 -3.19 4.04 -0.64
H15 -3.06 2.56 0.90
H16 -4.26 3.70 1.18
H17 -5.45 3.06 -0.99
H18 -5.35 1.78 0.26
H19 -4.24 2.05 -2.17
H20 -2.27 4.28 -0.38
C3 -1.61 4.90 4.38
C4 -2.13 3.76 5.17
O10 -1.09 2.86 5.47
O11 -1.38 4.28 3.08
H21 -0.65 5.25 4.80
H22 -2.41 5.66 4.34
H23 -2.99 3.26 4.62
H24 -2.50 4.06 6.17
H25 -0.96 2.21 4.83
H26 -0.49 3.95 3.09
C5 -4.36 -2.44 -0.32
C6 -3.08 -2.87 -1.05
O12 -1.85 -2.60 -0.46
O13 -4.21 -1.04 0.06
H27 -4.51 -2.95 0.63
H28 -5.27 -2.59 -0.94
H29 -3.12 -2.47 -2.05
H30 -3.23 -3.95 -1.12
H31 -1.77 -1.66 -0.39
H32 -4.36 -0.50 -0.75
C7 2.38 3.52 4.45
C8 2.56 2.01 4.68
O14 2.63 1.30 3.41
O15 1.29 3.82 3.60
H33 3.29 3.93 4.01
H34 2.11 3.97 5.41
H35 1.67 1.66 5.23
H36 3.52 1.85 5.23
H37 1.79 0.86 3.15
H38 1.48 3.42 2.71
C9 -0.38 -3.39 -4.08
C10 0.82 -4.35 -4.41
O16 1.94 -3.60 -4.66
O17 -0.57 -2.47 -5.14
H39 -0.20 -2.93 -3.11
H40 -1.35 -3.93 -4.07
H41 0.52 -4.94 -5.26
H42 0.88 -5.09 -3.56
H43 2.59 -3.73 -3.93
H44 0.30 -2.08 -5.32
C11 -0.37 -4.81 1.57
C12 -0.22 -5.18 0.15
O18 0.23 -4.19 -0.78
O19 0.79 -4.16 2.11
H45 -0.67 -5.65 2.20
H46 -1.26 -4.11 1.67
H47 -1.11 -5.63 -0.17
H48 0.52 -5.90 0.10
H49 -0.51 -3.58 -0.86
H50 1.57 -4.37 1.61
C13 5.15 -4.19 -3.03
C14 5.12 -4.61 -4.50
O20 5.48 -3.62 -5.44
O21 3.84 -3.66 -2.64
H51 5.87 -3.40 -2.86
H52 5.46 -5.02 -2.30
H53 4.11 -4.94 -4.67
H54 5.77 -5.48 -4.65
H55 4.81 -3.54 -6.11
H56 3.71 -3.84 -1.69
C15 -0.09 1.75 -1.60
C16 -1.21 0.95 -2.25
O22 -1.93 0.11 -1.32
O23 0.86 0.78 -1.09
H57 -0.44 2.47 -0.87
H58 0.42 2.16 -2.51
H59 -0.72 0.26 -2.88
H60 -1.92 1.66 -2.81
H61 -2.68 0.55 -0.91
H62 0.41 0.28 -0.39
C17 2.70 3.59 0.01
C18 3.99 3.00 0.43
O24 4.04 1.62 0.71
O25 1.63 3.42 0.95
H63 2.36 3.21 -0.98
H64 2.85 4.69 0.02
H65 4.41 3.58 1.24
H66 4.81 3.18 -0.39
H67 3.46 1.52 1.49
H68 1.14 2.68 0.57

Values from the calculation:
Energy above the lowest of the compared OMol25 structures with the same formula, charge and spin: 0.0 kcal per mole
Calculated total energy: -70953.973 eV
HOMO energy: -9.340 eV
Charge: 0
F_max: 3.24 eV Å⁻¹

---

(4)
A molecular structure, C18H6Cl5FGaN5O11. Source: the Open Molecules 2025 dataset; level of theory: ωB97M-V with the def2-TZVPD basis set.

Element x y z (Å)
Ga1 0.24 -0.48 1.17
Cl1 -1.30 -3.15 1.92
C1 0.30 -3.02 2.59
C2 1.03 -1.88 2.30
C3 2.30 -1.77 2.83
Cl2 3.22 -0.35 2.49
C4 2.85 -2.77 3.63
Cl3 4.43 -2.61 4.27
C5 2.09 -3.91 3.91
Cl4 2.74 -5.15 4.89
C6 0.81 -4.04 3.38
Cl5 -0.13 -5.44 3.72
O1 -0.70 7.04 0.10
N1 -0.78 6.34 1.09
O2 -1.21 6.69 2.17
C7 -0.36 4.94 0.95
C8 0.11 4.49 -0.28
C9 0.48 3.18 -0.39
C10 0.49 2.27 0.69
O3 1.02 1.10 0.54
C11 -0.05 2.78 1.89
C12 -0.45 4.10 2.03
N2 -0.20 1.93 3.06
O4 -0.30 2.44 4.14
O5 -0.28 0.70 2.90
N3 0.84 2.67 -1.72
O6 0.26 1.67 -2.09
O7 1.64 3.31 -2.37
H1 0.15 5.15 -1.13
H2 -0.83 4.46 2.98
F1 0.81 -1.17 -5.71
C13 -0.03 -1.72 -4.83
C14 -0.62 -0.98 -3.89
N4 -1.51 -1.53 -2.99
C15 -2.04 -0.75 -1.90
C16 -1.14 -0.75 -0.70
O8 0.01 -1.25 -0.73
O9 -1.53 -0.19 0.38
C17 -1.75 -2.89 -2.95
O10 -2.46 -3.41 -2.11
N5 -1.15 -3.61 -3.96
C18 -0.27 -3.15 -4.94
O11 0.21 -3.89 -5.76
H3 -0.42 0.08 -3.79
H4 -3.01 -1.15 -1.60
H5 -2.18 0.29 -2.21
H6 -1.34 -4.60 -3.96

Values from the calculation:
Energy above the lowest of the compared OMol25 structures with the same formula, charge and spin: 0.0 kcal per mole
Calculated total energy: -166437.310 eV
HOMO energy: -9.430 eV
Charge: 0
F_max: 0.15 eV Å⁻¹

---

(5)
A molecular structure, C18H74AgN4O19 in a non-equilibrium geometry. Source: the Open Molecules 2025 dataset; level of theory: ωB97M-V with the def2-TZVPD basis set.

Element x y z (Å)
Ag1 10.60 18.30 15.45
O1 8.38 17.56 15.73
C1 8.33 16.12 15.67
C2 9.55 15.45 14.88
O2 10.89 16.00 15.03
H1 7.39 15.78 15.24
H2 8.24 15.74 16.68
H3 9.39 15.22 13.83
H4 9.61 14.49 15.39
C3 13.33 20.90 16.08
C4 13.12 20.14 14.81
C5 14.40 20.03 13.92
O3 15.54 19.62 14.66
C6 16.73 19.58 13.88
N1 12.85 18.75 15.27
H5 13.64 21.93 15.91
H6 14.09 20.46 16.72
H7 12.38 21.06 16.59
H8 12.27 20.56 14.27
H9 14.54 21.06 13.57
H10 14.29 19.37 13.06
H11 16.56 19.23 12.86
H12 17.32 18.79 14.36
H13 17.31 20.50 13.87
H14 13.12 18.17 14.49
H15 13.61 18.60 15.91
C7 10.50 15.59 11.07
C8 11.94 15.11 10.65
C9 11.97 14.07 9.54
O4 13.31 13.97 9.10
C10 13.49 13.25 7.88
N2 12.57 16.32 10.25
H16 10.54 16.06 12.05
H17 9.77 14.80 11.23
H18 10.03 16.27 10.37
H19 12.40 14.66 11.53
H20 11.29 14.28 8.72
H21 11.58 13.14 9.96
H22 14.54 13.13 7.61
H23 12.98 13.59 6.98
H24 13.21 12.21 8.07
H25 13.48 16.01 9.92
H26 12.17 16.57 9.36
C11 6.72 23.29 15.14
C12 7.93 23.51 15.99
C13 9.19 23.89 15.07
O5 9.61 22.73 14.35
C14 10.37 23.11 13.23
N3 7.61 24.59 16.92
H27 6.55 24.10 14.44
H28 5.84 22.93 15.66
H29 6.82 22.50 14.39
H30 8.12 22.57 16.50
H31 10.01 24.19 15.72
H32 9.01 24.68 14.34
H33 11.07 23.92 13.44
H34 9.74 23.43 12.40
H35 10.91 22.31 12.73
H36 7.46 25.32 16.23
H37 8.28 24.87 17.62
C15 12.80 12.80 13.85
C16 13.05 12.67 15.30
C17 14.23 11.78 15.71
O6 13.98 10.39 15.25
C18 14.97 9.44 15.64
N4 13.08 14.04 15.86
H38 12.63 11.83 13.38
H39 13.53 13.37 13.28
H40 11.82 13.26 13.70
H41 12.15 12.27 15.77
H42 14.37 11.84 16.79
H43 15.12 12.15 15.19
H44 16.02 9.52 15.34
H45 14.61 8.44 15.42
H46 15.03 9.42 16.72
H47 12.27 14.54 15.55
H48 13.14 14.13 16.87
O7 11.51 15.06 17.95
H49 11.98 15.79 18.37
H50 11.10 15.45 17.18
O8 9.74 20.31 15.76
H51 9.06 20.33 16.44
H52 9.73 21.19 15.39
O9 10.24 18.98 13.31
H53 10.75 19.13 12.51
H54 9.33 18.96 13.01
O10 7.59 18.10 12.81
H55 8.03 17.86 13.63
H56 6.69 17.79 12.93
O11 13.44 17.20 18.38
H57 13.68 17.05 19.29
H58 14.28 17.22 17.91
O12 6.08 19.33 15.33
H59 5.77 18.83 14.57
H60 6.82 18.82 15.66
O13 9.12 15.24 19.55
H61 9.83 15.15 18.90
H62 9.04 14.36 19.94
O14 7.75 17.54 18.86
H63 8.00 16.66 19.13
H64 7.71 17.50 17.90
O15 11.17 18.45 17.73
H65 10.73 18.51 18.58
H66 12.03 18.08 17.93
O16 10.61 17.97 20.43
H67 10.14 17.14 20.39
H68 11.40 17.78 20.93
O17 13.18 16.62 13.40
H69 12.56 16.27 14.05
H70 12.76 16.44 12.55
O18 12.23 19.00 11.37
H71 13.04 19.38 11.01
H72 12.15 18.15 10.93
O19 8.48 20.36 18.09
H73 9.09 20.58 18.79
H74 8.12 19.51 18.34

Values from the calculation:
Expectation value of S²: 0.757
Calculated total energy: -68724.228 eV
HOMO energy (alpha / beta): -8.037 / -7.583 eV
Charge: 0
Spin multiplicity: 2
F_max: 2.83 eV Å⁻¹